# 1
{
  "formula": "C28H72As2F18N5O9",
  "method": "ωB97M-V/def2-TZVPD",
  "elements": ["C", "C", "C", "O", "C", "N", "H", "H", "H", "H", "H", "H", "H", "H", "H", "H", "H", "H", "C", "C", "C", "O", "C", "N", "H", "H", "H", "H", "H", "H", "H", "H", "H", "H", "H", "H", "C", "C", "C", "O", "C", "N", "H", "H", "H", "H", "H", "H", "H", "H", "H", "H", "H", "H", "C", "C", "C", "O", "C", "N", "H", "H", "H", "H", "H", "H", "H", "H", "H", "H", "H", "H", "C", "C", "C", "O", "C", "N", "H", "H", "H", "H", "H", "H", "H", "H", "H", "H", "H", "H", "As", "F", "F", "F", "F", "F", "F", "As", "F", "F", "F", "F", "F", "F", "C", "O", "O", "C", "F", "F", "F", "C", "C", "H", "H", "H", "H", "H", "H", "C", "O", "O", "C", "F", "F", "F", "C", "C", "H", "H", "H", "H", "H", "H"],
  "coordinates": [[-0.255, 18.615, -1.472], [-1.685, 18.699, -1.917], [-2.633, 17.644, -1.257], [-3.977, 18.017, -1.721], [-5.130, 17.318, -1.287], [-2.052, 20.174, -1.856], [-2.925, 20.352, -2.332], [-2.068, 20.352, -0.862], [-1.321, 20.736, -2.266], [0.155, 17.611, -1.576], [0.000, 18.978, -0.476], [0.326, 19.253, -2.138], [-1.825, 18.629, -2.996], [-2.438, 17.808, -0.197], [-2.394, 16.639, -1.606], [-5.221, 17.265, -0.202], [-5.270, 16.368, -1.804], [-5.905, 17.998, -1.639], [-1.000, 17.001, 4.137], [-1.440, 18.359, 3.685], [-1.007, 18.850, 2.251], [-1.803, 19.857, 1.829], [-1.315, 21.144, 2.055], [-2.928, 18.503, 3.857], [-3.199, 19.472, 3.771], [-3.390, 17.835, 3.256], [-3.210, 18.304, 4.807], [0.003, 17.151, 4.539], [-1.057, 16.260, 3.340], [-1.528, 16.587, 4.996], [-1.112, 19.128, 4.384], [-1.160, 17.978, 1.615], [0.047, 19.126, 2.274], [-1.945, 21.826, 1.485], [-0.293, 21.253, 1.694], [-1.322, 21.560, 3.063], [-2.923, 10.773, 0.734], [-4.168, 10.728, -0.083], [-4.319, 11.881, -1.161], [-5.330, 11.601, -2.147], [-5.270, 12.479, -3.230], [-4.287, 9.361, -0.787], [-4.033, 8.624, -0.144], [-5.228, 9.279, -1.144], [-3.680, 9.279, -1.590], [-2.951, 11.737, 1.242], [-2.074, 10.861, 0.057], [-2.850, 9.952, 1.448], [-5.060, 10.729, 0.543], [-3.344, 12.014, -1.630], [-4.605, 12.756, -0.577], [-4.739, 12.050, -4.080], [-4.975, 13.505, -3.009], [-6.280, 12.584, -3.628], [-7.889, 11.460, 5.673], [-6.921, 12.030, 6.704], [-5.560, 11.347, 6.784], [-5.061, 11.051, 5.497], [-3.692, 10.682, 5.413], [-6.649, 13.435, 6.213], [-6.183, 14.058, 6.857], [-6.213, 13.384, 5.304], [-7.520, 13.919, 6.047], [-8.133, 10.479, 6.080], [-7.454, 11.285, 4.689], [-8.831, 12.005, 5.600], [-7.449, 12.220, 7.638], [-5.564, 10.417, 7.354], [-4.820, 12.014, 7.227], [-3.127, 11.610, 5.498], [-3.428, 10.441, 4.384], [-3.318, 9.996, 6.174], [-7.820, 13.035, -0.428], [-9.190, 13.325, 0.207], [-9.818, 12.016, 0.752], [-8.941, 11.461, 1.732], [-9.246, 10.052, 1.883], [-8.958, 14.395, 1.292], [-8.165, 14.973, 1.053], [-9.790, 14.953, 1.426], [-8.751, 13.846, 2.114], [-7.144, 12.694, 0.357], [-7.407, 13.896, -0.952], [-7.920, 12.235, -1.161], [-9.811, 13.842, -0.524], [-10.015, 11.290, -0.038], [-10.766, 12.358, 1.168], [-8.535, 9.658, 2.610], [-9.116, 9.600, 0.900], [-10.257, 9.831, 2.228], [-4.636, 14.568, 2.242], [-5.405, 14.657, 3.874], [-3.100, 13.850, 2.850], [-3.937, 14.651, 0.579], [-6.184, 15.183, 1.562], [-3.894, 16.215, 2.549], [-5.310, 12.964, 1.924], [-3.868, 16.713, 7.337], [-5.003, 15.290, 7.687], [-5.108, 17.926, 7.673], [-2.710, 18.001, 6.936], [-2.619, 15.467, 7.071], [-4.330, 16.713, 5.583], [-3.237, 16.905, 9.039], [-4.047, 6.404, 1.593], [-4.635, 7.699, 1.604], [-4.009, 6.327, 0.186], [-2.691, 6.249, 2.411], [-2.314, 4.906, 2.393], [-1.670, 6.949, 1.950], [-2.865, 6.618, 3.668], [-5.255, 8.124, 2.856], [-5.679, 9.562, 2.811], [-6.379, 9.790, 2.008], [-6.230, 9.883, 3.695], [-4.821, 10.184, 2.557], [-4.551, 8.294, 3.671], [-6.119, 7.541, 3.172], [-4.730, 5.656, 1.996], [1.519, 14.824, 2.188], [1.063, 14.011, 1.114], [2.543, 14.025, 2.786], [1.776, 16.259, 1.783], [1.047, 16.865, 0.821], [1.795, 17.069, 2.835], [3.050, 16.402, 1.343], [-0.174, 14.161, 0.485], [-0.116, 13.367, -0.750], [0.690, 13.624, -1.438], [-0.044, 12.295, -0.564], [-1.045, 13.515, -1.301], [-0.322, 15.151, 0.053], [-0.979, 13.915, 1.178], [0.654, 14.912, 2.845]],
  "mulliken_charge": [-1.36, 0.03, 0.11, -0.45, -0.54, -0.12, 0.40, 0.13, 0.38, 0.33, 0.24, 0.54, 0.35, -0.24, 0.46, 0.17, 0.14, 0.37, -0.63, -0.35, 0.05, -0.32, -0.89, 0.39, 0.45, 0.20, 0.11, 0.49, -0.27, 0.18, 0.36, -0.31, 0.67, 0.31, 0.39, 0.38, -1.11, 1.25, -0.30, -0.41, -0.86, 0.21, -0.06, 0.36, 0.40, 0.12, 0.48, 0.25, -1.18, 0.86, -0.10, 0.35, 0.29, 0.29, -1.05, 0.34, -1.07, 0.09, -0.85, 0.12, 0.26, -0.07, 0.43, 0.43, 0.02, 0.47, 0.40, 0.47, 0.58, 0.39, 0.09, 0.34, -1.17, 0.00, -0.87, -0.09, -0.80, -0.05, 0.12, 0.42, 0.29, -0.02, 0.51, 0.46, 0.44, 0.54, 0.39, 0.10, 0.44, 0.36, 2.02, -0.69, -0.58, -0.48, -0.46, -0.53, -0.57, 1.99, -0.66, -0.47, -0.53, -0.45, -0.53, -0.48, -0.18, -0.05, -0.92, 0.70, -0.29, -0.27, -0.26, -0.88, 0.27, 0.14, 0.38, -0.62, 0.33, 0.24, 0.27, 0.11, -0.47, -0.87, 0.84, -0.27, -0.31, -0.34, 1.44, -1.62, 0.40, 0.36, 0.25, -0.38, -0.02, -0.04],
  "max_force_ev_per_a": 5.27,
  "charge": 1,
  "spin_multiplicity": 1,
  "orbital_gap_ev": 3.4,
  "lumo_energy_ev": -3.5326,
  "de_lowest_kcal_mol": 126.9
}



# 2
{
  "formula": "C28H72BF4N5O3",
  "method": "ωB97M-V/def2-TZVPD",
  "elements": ["C", "C", "C", "O", "C", "N", "H", "H", "H", "H", "H", "H", "H", "H", "H", "H", "H", "H", "C", "C", "C", "O", "C", "N", "H", "H", "H", "H", "H", "H", "H", "H", "H", "H", "H", "H", "C", "C", "C", "O", "C", "N", "H", "H", "H", "H", "H", "H", "H", "H", "H", "H", "H", "H", "C", "C", "C", "N", "C", "C", "C", "C", "C", "H", "H", "H", "H", "H", "H", "H", "H", "H", "H", "H", "H", "H", "H", "H", "H", "H", "H", "C", "C", "C", "N", "C", "C", "C", "C", "C", "H", "H", "H", "H", "H", "H", "H", "H", "H", "H", "H", "H", "H", "H", "H", "H", "H", "H", "B", "F", "F", "F", "F"],
  "coordinates": [[19.014, 9.008, 12.712], [19.691, 10.042, 13.680], [19.244, 10.052, 15.122], [20.116, 11.053, 15.676], [19.779, 11.363, 17.043], [21.180, 9.853, 13.719], [21.651, 10.003, 12.803], [21.673, 10.432, 14.457], [21.355, 8.894, 13.992], [19.484, 8.037, 12.734], [19.052, 9.387, 11.697], [17.958, 8.974, 13.039], [19.594, 11.044, 13.206], [19.443, 9.070, 15.609], [18.214, 10.274, 15.133], [20.151, 10.665, 17.795], [18.687, 11.338, 17.206], [20.150, 12.358, 17.307], [16.701, 9.816, 20.350], [16.476, 9.003, 19.039], [16.550, 7.462, 19.113], [16.178, 7.118, 17.791], [16.185, 5.732, 17.517], [15.116, 9.297, 18.570], [14.932, 9.361, 17.532], [14.435, 8.547, 18.860], [14.850, 10.218, 18.881], [17.691, 9.551, 20.706], [15.944, 9.646, 21.068], [16.705, 10.855, 20.025], [17.218, 9.398, 18.328], [15.818, 7.094, 19.828], [17.553, 7.112, 19.292], [17.228, 5.459, 17.254], [15.602, 5.567, 16.609], [15.792, 5.172, 18.367], [12.236, 6.147, 6.273], [11.904, 7.579, 6.543], [12.582, 8.055, 7.843], [12.475, 9.445, 7.779], [12.876, 10.201, 8.882], [12.294, 8.515, 5.395], [13.275, 8.424, 5.210], [11.749, 8.369, 4.588], [12.002, 9.459, 5.754], [11.989, 5.555, 7.151], [13.299, 6.061, 5.967], [11.552, 5.782, 5.512], [10.836, 7.777, 6.688], [13.659, 7.707, 7.867], [12.111, 7.588, 8.718], [12.613, 11.252, 8.661], [13.961, 10.070, 9.091], [12.294, 9.851, 9.772], [8.079, 12.003, 17.329], [8.650, 11.949, 15.886], [7.991, 10.996, 14.899], [8.838, 10.793, 13.620], [10.067, 9.962, 13.836], [9.290, 12.047, 12.921], [8.053, 12.594, 12.124], [7.184, 11.375, 11.835], [7.950, 10.246, 12.504], [7.053, 12.448, 17.344], [8.751, 12.613, 17.930], [7.999, 10.957, 17.635], [9.670, 11.581, 15.951], [8.698, 12.963, 15.465], [7.016, 11.424, 14.659], [7.823, 9.987, 15.297], [9.781, 9.051, 14.357], [10.796, 10.598, 14.419], [10.486, 9.729, 12.842], [10.137, 11.806, 12.260], [9.644, 12.819, 13.610], [8.353, 13.178, 11.260], [7.545, 13.286, 12.834], [7.229, 11.154, 10.787], [6.175, 11.419, 12.208], [8.628, 9.725, 11.812], [7.335, 9.481, 12.937], [17.512, 16.290, 16.091], [16.376, 16.653, 17.048], [15.102, 16.789, 16.253], [13.882, 17.035, 17.136], [13.578, 15.855, 17.954], [14.015, 18.243, 17.998], [12.616, 18.834, 18.297], [11.760, 18.063, 17.248], [12.726, 17.393, 16.220], [18.467, 16.436, 16.601], [17.498, 16.990, 15.210], [17.416, 15.249, 15.809], [16.560, 17.582, 17.656], [16.305, 15.788, 17.691], [14.985, 15.840, 15.741], [15.164, 17.570, 15.545], [12.647, 15.909, 18.515], [14.332, 15.707, 18.708], [13.478, 15.042, 17.275], [14.538, 17.965, 18.896], [14.626, 18.967, 17.440], [12.221, 18.606, 19.309], [12.599, 19.911, 18.228], [11.338, 17.243, 17.844], [11.002, 18.652, 16.761], [12.357, 16.490, 15.754], [13.101, 18.012, 15.416], [14.181, 10.745, 15.571], [15.475, 10.716, 15.041], [13.918, 9.441, 16.226], [14.191, 11.694, 16.609], [13.184, 11.055, 14.627]],
  "mulliken_charge": [-1.20, 0.07, -0.33, -0.43, -0.67, -0.29, 0.37, 0.37, 0.36, 0.40, 0.39, 0.30, 0.30, 0.28, 0.27, 0.33, 0.17, 0.33, -1.62, 0.85, -0.81, -0.25, -0.77, -0.07, 0.30, 0.40, 0.41, 0.41, 0.43, 0.47, -0.29, 0.41, 0.45, 0.28, 0.23, 0.34, -1.33, 0.06, -0.66, -0.33, -0.55, -0.22, 0.34, 0.34, 0.39, 0.38, 0.40, 0.41, 0.32, 0.36, 0.42, 0.28, 0.31, 0.10, -1.33, -0.16, -0.58, 0.31, -0.97, -0.79, -0.57, -0.66, -0.66, 0.33, 0.37, 0.35, 0.21, 0.25, 0.38, 0.37, 0.34, 0.40, 0.35, 0.45, 0.38, 0.43, 0.24, 0.31, 0.38, 0.40, 0.46, -1.35, 0.01, -1.03, 0.28, -1.13, -0.69, -0.64, -0.67, -0.68, 0.39, 0.34, 0.34, 0.35, 0.21, 0.37, 0.46, 0.37, 0.33, 0.57, 0.41, 0.45, 0.29, 0.35, 0.27, 0.47, 0.44, 0.48, 0.42, -0.30, -0.60, -0.40, -0.30],
  "max_force_ev_per_a": 2.93,
  "charge": 4,
  "spin_multiplicity": 1,
  "orbital_gap_ev": 10.3,
  "lumo_energy_ev": -7.0907
}



# 3
{
  "formula": "C28H72F3N6O16S2Sr2V",
  "method": "ωB97M-V/def2-TZVPD",
  "elements": ["Sr", "Sr", "V", "C", "O", "O", "C", "F", "F", "F", "C", "C", "H", "H", "H", "H", "H", "H", "S", "O", "O", "O", "O", "S", "O", "O", "O", "O", "C", "C", "C", "O", "C", "N", "H", "H", "H", "H", "H", "H", "H", "H", "H", "H", "H", "C", "C", "C", "O", "C", "N", "H", "H", "H", "H", "H", "H", "H", "H", "H", "H", "H", "C", "C", "C", "O", "C", "N", "H", "H", "H", "H", "H", "H", "H", "H", "H", "H", "H", "C", "C", "C", "O", "C", "N", "H", "H", "H", "H", "H", "H", "H", "H", "H", "H", "H", "C", "C", "C", "O", "C", "N", "H", "H", "H", "H", "H", "H", "H", "H", "H", "H", "H", "C", "C", "C", "O", "C", "N", "H", "H", "H", "H", "H", "H", "H", "H", "H", "H", "H"],
  "coordinates": [[-1.575, -1.582, 1.605], [-3.841, 1.740, -0.327], [1.944, 2.158, -1.769], [3.835, 4.485, -0.823], [2.469, 4.592, -0.451], [3.688, 3.314, -1.629], [4.435, 5.805, -1.502], [5.757, 5.829, -1.288], [4.203, 5.967, -2.814], [3.914, 6.846, -0.759], [2.193, 5.143, 0.873], [0.685, 5.232, 0.977], [0.297, 5.835, 0.156], [0.272, 4.250, 0.746], [0.376, 5.618, 1.948], [2.528, 6.159, 1.081], [2.516, 4.412, 1.614], [4.322, 4.272, 0.129], [-0.132, 1.124, -0.299], [0.361, 0.861, -1.630], [-0.030, -0.049, 0.568], [0.900, 2.087, -0.048], [-1.487, 1.663, -0.225], [-4.408, -0.710, 1.273], [-5.104, -1.920, 0.924], [-3.736, -0.736, 2.535], [-3.310, -0.595, 0.286], [-5.110, 0.530, 1.127], [-3.633, -5.539, 0.007], [-2.532, -4.533, 0.383], [-2.298, -3.606, -0.856], [-1.158, -2.784, -0.581], [-0.661, -2.157, -1.746], [-3.009, -3.671, 1.452], [-3.846, -6.219, 0.832], [-3.215, -6.202, -0.751], [-4.472, -4.935, -0.339], [-1.590, -5.040, 0.590], [-3.217, -3.063, -1.075], [-2.130, -4.264, -1.708], [-0.422, -2.788, -2.601], [0.287, -1.698, -1.463], [-1.311, -1.325, -2.017], [-3.294, -4.194, 2.267], [-3.905, -3.286, 1.188], [-2.101, 2.324, -4.676], [-3.256, 2.150, -3.649], [-3.733, 0.665, -3.310], [-4.672, 0.694, -2.217], [-5.348, -0.602, -2.054], [-2.807, 2.786, -2.470], [-2.072, 3.382, -4.933], [-2.373, 1.848, -5.618], [-1.178, 1.848, -4.343], [-4.149, 2.728, -3.887], [-2.821, 0.135, -3.035], [-4.082, 0.178, -4.220], [-5.785, -1.082, -2.930], [-6.094, -0.542, -1.262], [-4.479, -1.138, -1.671], [-1.797, 2.771, -2.459], [-2.870, 3.791, -2.544], [1.727, -2.132, 3.052], [0.976, -3.449, 2.808], [-0.086, -3.630, 3.810], [-0.977, -2.489, 3.812], [-2.002, -2.764, 4.707], [0.435, -3.275, 1.472], [2.694, -1.977, 2.574], [2.102, -2.004, 4.067], [1.049, -1.293, 2.893], [1.697, -4.259, 2.923], [0.418, -3.758, 4.768], [-0.717, -4.496, 3.614], [-2.617, -3.558, 4.283], [-2.490, -1.809, 4.896], [-1.681, -3.127, 5.683], [0.176, -4.185, 1.117], [1.140, -2.899, 0.854], [1.595, 1.119, -5.937], [1.737, 0.571, -4.485], [2.263, -0.906, -4.575], [2.516, -1.281, -3.223], [2.908, -2.642, -3.142], [2.607, 1.441, -3.653], [2.565, 1.000, -6.421], [1.333, 2.175, -5.987], [0.855, 0.596, -6.543], [0.788, 0.442, -3.964], [3.122, -1.127, -5.207], [1.488, -1.530, -5.019], [2.262, -3.253, -3.772], [3.052, -3.126, -2.175], [3.852, -2.818, -3.658], [3.505, 1.002, -3.797], [2.836, 2.177, -4.306], [0.212, 1.554, 4.075], [-1.291, 1.169, 4.082], [-2.252, 2.322, 4.523], [-3.678, 1.929, 4.431], [-4.207, 1.006, 5.430], [-1.659, 0.711, 2.759], [0.373, 2.494, 3.547], [0.754, 0.706, 3.656], [0.420, 1.830, 5.108], [-1.360, 0.267, 4.691], [-2.135, 3.260, 3.980], [-2.189, 2.597, 5.576], [-5.282, 0.846, 5.344], [-3.964, 1.209, 6.473], [-3.837, -0.004, 5.253], [-2.653, 0.563, 2.855], [-1.497, 1.485, 2.131], [3.318, 0.892, 1.623], [3.833, 0.461, 0.239], [4.609, -0.871, 0.252], [5.570, -0.902, -0.832], [6.751, -1.621, -0.401], [2.939, 0.474, -0.898], [4.095, 0.843, 2.386], [2.354, 0.482, 1.925], [3.101, 1.961, 1.625], [4.578, 1.155, -0.151], [3.976, -1.754, 0.158], [5.042, -0.834, 1.251], [6.442, -2.652, -0.233], [7.294, -1.238, 0.463], [7.470, -1.657, -1.219], [2.368, -0.296, -0.578], [3.442, -0.080, -1.576]],
  "mulliken_charge": [0.13, 1.99, 0.71, 0.11, -0.35, -0.46, 0.70, -0.22, -0.19, -0.23, -0.11, -1.11, 0.39, -0.01, 0.47, 0.44, 0.24, 0.52, -0.35, 0.35, 1.70, -0.32, -0.86, 0.87, -0.86, -0.29, -0.77, -1.14, -1.59, 0.04, -0.46, 0.66, 0.43, 0.13, 0.41, 0.47, 0.37, 0.08, -0.21, 0.66, 0.52, -0.77, -0.37, 0.24, 0.11, -1.36, 0.13, -0.28, -0.29, -0.40, -0.13, 0.45, 0.49, 0.12, 0.60, -0.33, 0.51, 0.39, 0.29, -0.14, -0.44, 0.30, -1.20, 0.26, -1.18, 0.13, -0.63, -0.31, 0.25, 0.54, -0.05, 0.53, 0.52, 0.57, 0.30, -0.32, 0.43, 0.20, -0.31, -1.70, 1.72, -1.54, -0.04, -1.04, -0.46, 0.51, 0.46, 0.40, -1.12, 0.49, 0.64, 0.43, 0.30, 0.32, 0.29, 0.43, -1.36, 0.19, -0.86, -0.28, -0.41, 1.30, 0.21, 0.07, 0.58, 0.39, 0.16, 0.49, 0.32, 0.33, -0.07, -0.05, -0.44, -0.81, 0.52, -1.32, -0.33, -0.85, 1.24, 0.86, -0.12, -0.48, 0.50, 0.36, 0.73, 0.36, 0.31, 0.28, -0.70, 0.07],
  "max_force_ev_per_a": 6.90,
  "charge": 3,
  "spin_multiplicity": 4,
  "orbital_gap_ev": [5.1, 2.2],
  "lumo_energy_ev": [-10.0006, -12.8993]
}